A molecular structure, C23H34N4O3. Source: the Open Molecules 2025 dataset; level of theory: ωB97M-V/def2-TZVPD.

## Properties
**Multiplicity**: 1
**Energy relative to the best compared isomer or geometry (same formula, charge and spin)**: 19.479 eV
**LUMO**: -0.025 Eh

Each line ends with the Mulliken charge.
Cartesian coordinates (Å):
1 C 6.193 -2.036 3.513  -1.376
2 H 6.379 -1.636 4.378  0.562
3 C 4.818 -1.339 2.896  -0.446
4 C 4.632 -1.775 1.431  -0.546
5 C 4.368 -3.339 1.085  -0.917
6 C 3.155 -3.693 2.042  -1.587
7 N 2.059 -2.863 1.682  0.039
8 C 1.311 -3.390 0.346  0.242
9 O 1.791 -4.257 -0.328  -0.557
10 N 0.271 -2.508 -0.069  -0.134
11 C -0.431 -1.601 0.904  0.525
12 C -1.451 -0.982 0.311  -0.182
13 C -1.911 0.119 0.845  0.545
14 C -1.562 0.439 2.385  -1.321
15 C -0.432 -0.393 2.718  0.291
16 C 0.289 -1.208 2.087  0.141
17 C 1.447 -1.934 2.411  0.476
18 O 1.897 -1.810 3.640  -0.788
19 H -0.166 -0.118 3.757  0.381
20 H -1.964 1.234 3.028  0.401
21 C -3.165 0.872 0.549  0.326
22 O -3.955 1.432 1.560  -0.750
23 N -3.292 1.175 -0.652  0.192
24 H -2.347 1.091 -1.162  -0.012
25 C -4.310 1.890 -1.390  -1.451
26 H -4.734 1.661 -2.217  0.738
27 H -4.703 2.491 -0.746  0.529
28 C -3.428 3.262 -1.828  -1.345
29 N -1.953 2.848 -2.448  0.526
30 C -0.819 3.447 -1.947  -0.730
31 C 0.265 2.482 -2.340  -0.583
32 C 0.467 2.356 -3.967  -0.652
33 C -0.889 1.961 -4.431  -0.845
34 H -0.720 1.925 -5.629  0.300
35 H -0.915 0.901 -4.140  0.245
36 C -2.215 2.775 -3.853  0.282
37 C -3.387 1.986 -4.653  -1.948
38 H -3.375 1.313 -3.984  0.747
39 H -3.235 2.021 -5.583  0.565
40 H -4.201 2.671 -4.143  0.256
41 H -1.928 3.965 -4.417  0.205
42 H 0.772 3.552 -4.059  0.235
43 H 1.390 1.790 -4.152  0.393
44 H 1.412 2.990 -2.007  0.262
45 H 0.262 1.394 -1.929  0.082
46 H -1.004 3.336 -0.984  0.998
47 C -0.597 4.963 -2.311  -1.516
48 H -0.436 5.190 -3.419  0.336
49 H 0.115 5.131 -1.674  0.636
50 H -1.456 5.383 -1.761  0.306
51 H -3.944 3.886 -2.580  0.614
52 H -3.072 3.879 -1.050  0.716
53 H -2.009 -1.040 -0.836  0.127
54 H -0.066 -2.637 -0.957  0.210
55 H 3.157 -3.399 3.076  0.772
56 H 2.823 -4.602 1.985  0.620
57 H 4.192 -3.514 0.168  0.768
58 H 5.189 -3.899 1.708  0.227
59 H 3.733 -1.161 1.213  0.195
60 H 5.508 -1.245 0.929  0.479
61 H 4.114 -1.576 3.450  0.362
62 H 5.201 -0.218 2.959  0.299
63 H 7.002 -2.050 2.773  0.316
64 H 6.139 -3.190 3.736  0.223

C8H6F3NO2 in the gas phase. Source: the Open Molecules 2025 dataset; level of theory: ωB97M-V/def2-TZVPD.

## Properties
**Multiplicity**: 1
**Energy relative to the best compared isomer or geometry (same formula, charge and spin)**: 5.749 eV
**SMILES**: C#C/C(=C(/C=C/C)[N+](=O)[O-])C(F)(F)F
**LUMO**: -0.056 Eh

Each line ends with the Mulliken charge.
Cartesian coordinates (Å):
1 C 3.603 1.739 -0.191  0.165
2 C 2.653 1.004 -0.190  -0.981
3 C -0.908 -0.252 -0.087  -0.479
4 C -2.162 -0.084 0.357  -0.106
5 C 1.610 0.045 -0.190  0.112
6 C 0.266 0.563 0.029  0.485
7 C -3.240 -1.033 0.089  -1.346
8 C 1.860 -1.444 -0.303  0.750
9 N 0.111 2.019 0.221  0.898
10 O 0.939 2.593 0.838  -0.512
11 O -0.923 2.575 -0.143  -0.559
12 F 3.175 -1.690 -0.210  -0.234
13 F 1.185 -2.141 0.727  -0.249
14 F 1.293 -1.953 -1.439  -0.227
15 H 4.424 2.381 -0.362  0.480
16 H -0.753 -1.278 -0.373  0.377
17 H -2.438 0.662 1.095  0.384
18 H -4.290 -0.496 0.016  0.333
19 H -3.262 -1.675 0.954  0.317
20 H -3.144 -1.537 -0.838  0.394

A gas-phase ion, C2H8NS (charge +1). Source: the Open Molecules 2025 dataset; level of theory: ωB97M-V/def2-TZVPD.

## Properties
**Multiplicity**: 1
**Energy relative to the best compared isomer or geometry (same formula, charge and spin)**: 1.063 eV
**SMILES**: [NH3+]CCS
**LUMO**: -0.147 Eh
**Total charge**: +1

Each line ends with the Mulliken charge.
Cartesian coordinates (Å):
1 C -0.830 -0.192 0.101  -0.321
2 C 0.480 -0.624 0.568  -0.769
3 S 2.058 -0.676 -0.502  -0.115
4 N -0.670 1.111 -0.600  -0.384
5 H -1.546 -0.079 0.882  0.348
6 H -1.101 -0.861 -0.695  0.320
7 H 0.280 -1.557 1.229  0.381
8 H 0.876 0.205 1.234  0.334
9 H 2.301 -1.788 -0.004  0.149
10 H -1.577 1.571 -1.038  0.401
11 H 0.042 1.078 -1.261  0.280
12 H -0.313 1.812 0.086  0.376

2 unconnected molecules or ions with the total composition C3H11NO2. Source: the Open Molecules 2025 dataset; level of theory: ωB97M-V/def2-TZVPD.

## Properties
**Multiplicity**: 1
**Energy relative to the best compared isomer or geometry (same formula, charge and spin)**: 1.195 eV
**SMILES**: CNCCO.O
**LUMO**: 0.023 Eh

Each line ends with the Mulliken charge.
Cartesian coordinates (Å):
1 C -0.345 -1.150 -1.662  -0.802
2 N -0.171 0.179 -1.019  -0.346
3 C 1.029 0.245 -0.223  -0.396
4 C 1.004 1.504 0.591  -0.533
5 O 2.090 1.549 1.592  -0.524
6 H -1.392 -1.418 -1.562  0.361
7 H 0.209 -1.879 -1.069  0.243
8 H -0.036 -1.042 -2.697  0.244
9 H -0.995 0.523 -0.557  0.262
10 H 1.138 -0.610 0.475  0.310
11 H 1.931 0.024 -0.808  0.312
12 H 1.026 2.438 0.027  0.312
13 H 0.203 1.548 1.333  0.272
14 H 2.877 1.425 1.097  0.291
15 H -3.185 -0.975 0.515  0.308
16 H -2.594 -2.136 1.318  0.316
17 O -3.009 -1.916 0.483  -0.630

A gas-phase ion, C6H11N4 (charge +1). Source: the Open Molecules 2025 dataset; level of theory: ωB97M-V/def2-TZVPD.

## Properties
**Multiplicity**: 1
**Energy relative to the best compared isomer or geometry (same formula, charge and spin)**: 8.953 eV
**SMILES**: CCNn1ncccc1=[NH2+]
**LUMO**: -0.198 Eh
**Total charge**: +1

Each line ends with the Mulliken charge.
Cartesian coordinates (Å):
1 C 3.242 -0.282 0.037  -0.865
2 C 2.014 0.623 -0.650  -0.361
3 N 0.918 0.979 0.329  -0.496
4 N -0.194 0.109 0.195  0.817
5 N 0.124 -1.204 0.035  -0.638
6 C -0.999 -2.177 -0.073  -0.166
7 C -2.624 -1.785 -0.007  -0.253
8 C -2.898 -0.143 0.164  -0.386
9 C -1.527 0.812 0.267  0.573
10 N -1.692 2.328 0.447  -0.463
11 H 4.189 -0.332 -0.649  0.322
12 H 2.801 -1.388 0.086  0.235
13 H 3.473 0.030 1.142  0.262
14 H 2.540 1.652 -0.948  0.313
15 H 1.631 0.167 -1.666  0.302
16 H 1.246 0.996 1.322  0.255
17 H -0.786 -3.346 -0.194  0.342
18 H -3.490 -2.570 -0.069  0.339
19 H -3.968 0.325 0.242  0.229
20 H -2.748 2.460 0.414  0.331
21 H -1.249 2.745 -0.424  0.308

4 unconnected molecules or ions with the total composition CH12N2O3. Source: the Open Molecules 2025 dataset; level of theory: ωB97M-V/def2-TZVPD.

## Properties
**Multiplicity**: 1
**Energy relative to the best compared isomer or geometry (same formula, charge and spin)**: 0.554 eV
**SMILES**: NCN.O.O.O
**LUMO**: 0.025 Eh

Each line ends with the Mulliken charge.
Cartesian coordinates (Å):
1 N -0.541 -0.721 0.967  -0.608
2 C 0.732 -1.392 0.747  -0.398
3 N 1.455 -0.825 -0.369  -0.583
4 H -1.255 -1.175 0.425  0.236
5 H -0.837 -0.787 1.927  0.238
6 H 1.368 -1.427 1.639  0.318
7 H 0.512 -2.445 0.514  0.331
8 H 2.429 -1.087 -0.317  0.224
9 H 1.420 0.179 -0.457  0.249
10 H 1.049 2.774 -0.202  0.327
11 H 2.415 2.277 0.243  0.328
12 O 1.892 2.481 -0.532  -0.672
13 H 0.120 1.162 1.305  0.361
14 H -0.530 2.408 1.938  0.330
15 O 0.310 1.919 1.910  -0.681
16 H -3.355 -0.932 -2.607  0.322
17 H -4.332 -2.075 -2.726  0.318
18 O -3.391 -1.892 -2.656  -0.639

Question: Look up the energy relative to the best compared isomer or geometry (same formula, charge and spin) of the fourth one.
Answer: 1.195 eV

What did the third record say?
A gas-phase ion, C2H8NS (charge +1). Source: the Open Molecules 2025 dataset; level of theory: ωB97M-V/def2-TZVPD.

## Properties
**Multiplicity**: 1
**Energy relative to the best compared isomer or geometry (same formula, charge and spin)**: 1.063 eV
**SMILES**: [NH3+]CCS
**LUMO**: -0.147 Eh
**Total charge**: +1

Each line ends with the Mulliken charge.
Cartesian coordinates (Å):
1 C -0.830 -0.192 0.101  -0.321
2 C 0.480 -0.624 0.568  -0.769
3 S 2.058 -0.676 -0.502  -0.115
4 N -0.670 1.111 -0.600  -0.384
5 H -1.546 -0.079 0.882  0.348
6 H -1.101 -0.861 -0.695  0.320
7 H 0.280 -1.557 1.229  0.381
8 H 0.876 0.205 1.234  0.334
9 H 2.301 -1.788 -0.004  0.149
10 H -1.577 1.571 -1.038  0.401
11 H 0.042 1.078 -1.261  0.280
12 H -0.313 1.812 0.086  0.376